[1]
92
Properties=species:S:1:pos:R:3:forces:R:3:lowdin_charge:R:1 method="wB97M-V/def2-TZVPD" molar_mass_g_mol=801.53 largest_force_ev_per_a=0.80 homo_ev=-1.77 total_energy_ev=-94054.1096 total_charge=-2 gap_ev=5.43
Rb 0.2772 0.8702 2.0754 0.14 0.61 -0.51 0.81
C 1.4392 -4.5809 0.7059 -0.03 0.06 -0.03 -0.11
N 0.3541 -3.8177 0.0956 0.08 -0.10 -0.12 -0.15
C 0.9024 -2.8942 -0.8882 -0.08 -0.01 -0.01 -0.20
C 1.8148 -1.8527 -0.2464 0.23 0.05 0.05 -0.20
N 1.8151 -0.5601 -0.9340 0.20 -0.12 -0.16 -0.16
C 2.7884 0.3358 -0.3160 -0.02 0.07 0.12 -0.10
C 2.0987 -0.6257 -2.3463 -0.08 -0.14 0.07 -0.27
C 2.8735 -1.6671 -2.8588 -0.01 -0.06 0.09 -0.06
C 3.1726 -1.7733 -4.2060 -0.01 0.04 -0.10 -0.12
C 2.7020 -0.7954 -5.0735 0.01 -0.04 0.05 -0.13
C 1.9672 0.2620 -4.5717 0.00 -0.03 0.02 -0.16
C 1.6494 0.3927 -3.2085 0.04 0.16 -0.15 -0.63
S 0.7904 1.8373 -2.7104 -0.04 0.04 0.10 0.55
C -0.7026 -4.6563 -0.3846 0.01 -0.03 0.15 -0.25
C -0.9894 -4.7118 -1.7491 0.00 0.01 0.00 -0.06
C -2.0340 -5.4735 -2.2574 0.01 0.01 -0.04 -0.13
C -2.8012 -6.2235 -1.3841 -0.03 -0.03 0.03 -0.14
C -2.5150 -6.1968 -0.0289 0.01 0.01 0.00 -0.17
C -1.4857 -5.4233 0.5293 0.06 0.03 -0.06 -0.67
S -1.2867 -5.4417 2.2704 0.02 0.01 -0.04 0.45
H 2.0531 -5.0759 -0.0683 0.00 -0.01 0.01 0.09
H 1.0267 -5.3205 1.3866 0.00 -0.02 0.00 0.01
H 2.0923 -3.9166 1.2784 -0.02 -0.01 0.01 0.07
H 0.1001 -2.3648 -1.4059 -0.08 0.00 0.14 0.14
H 1.4613 -3.4491 -1.6579 -0.05 0.04 -0.02 0.10
H 2.8473 -2.2324 -0.1540 -0.03 -0.09 0.03 0.11
H 1.4734 -1.6951 0.7836 -0.06 0.10 -0.06 0.09
H 3.8199 -0.0347 -0.4282 -0.02 -0.05 -0.03 0.10
H 2.6015 0.4181 0.7555 0.06 0.08 0.05 0.03
H 2.7148 1.3223 -0.7733 -0.04 0.00 0.04 0.06
H 3.2434 -2.4302 -2.1842 0.02 0.07 -0.05 0.10
H 3.7581 -2.6101 -4.5675 0.01 0.00 -0.01 0.09
H 2.9090 -0.8501 -6.1364 0.01 -0.02 0.00 0.09
H 1.6105 1.0388 -5.2363 -0.01 0.01 0.00 0.08
H -0.3928 -4.1391 -2.4452 -0.02 -0.01 -0.01 0.09
H -2.2351 -5.4681 -3.3222 0.00 -0.01 0.00 0.08
H -3.6290 -6.8233 -1.7481 0.01 0.00 -0.01 0.08
H -3.1162 -6.7727 0.6642 -0.01 0.00 -0.01 0.07
C 1.1242 4.6350 0.8379 0.04 -0.02 -0.11 -0.21
N 1.4709 3.6367 1.8176 -0.02 -0.17 -0.05 -0.04
C 2.6261 3.7186 2.3625 -0.03 0.04 -0.01 -0.14
C 3.1921 2.7972 3.3043 0.03 -0.04 0.05 -0.38
C 4.4084 2.9900 3.9808 -0.02 -0.02 -0.04 -0.11
C 4.5666 1.8779 4.8103 0.02 0.00 0.02 -0.15
C 3.4373 1.0776 4.5787 0.00 0.00 -0.04 -0.24
N 2.6041 1.6170 3.6760 -0.01 -0.03 0.01 -0.04
C -0.1767 5.3473 1.1376 0.00 0.02 0.08 -0.22
C -0.9647 5.0059 2.2305 0.02 0.05 0.02 -0.05
C -2.1823 5.6409 2.4505 0.02 -0.01 -0.01 -0.09
C -2.6195 6.6327 1.5897 0.00 -0.01 0.01 -0.11
C -1.8320 6.9883 0.5011 0.02 0.00 -0.01 -0.10
C -0.6240 6.3496 0.2785 -0.04 -0.02 -0.03 -0.05
H 1.0047 4.1392 -0.1361 0.07 0.04 -0.01 0.11
H 1.9246 5.3795 0.7027 -0.01 0.04 0.04 0.11
H 3.2819 4.5675 2.1112 -0.01 0.01 0.00 0.12
H 5.0728 3.8361 3.8696 0.00 0.00 0.00 0.08
H 5.3832 1.6667 5.4857 0.00 0.00 0.00 0.06
H 3.2106 0.1221 5.0370 0.00 0.01 0.01 0.07
H -0.6133 4.2367 2.9066 -0.01 0.00 -0.01 0.11
H -2.7956 5.3402 3.2906 0.00 0.01 0.00 0.10
H -3.5757 7.1143 1.7509 0.00 0.00 0.00 0.09
H -2.1705 7.7536 -0.1867 0.00 0.00 0.00 0.09
H -0.0234 6.6147 -0.5853 0.00 -0.01 0.00 0.11
C -1.1057 -3.2292 4.6251 0.00 -0.06 0.15 -0.32
S -0.3425 -2.1713 3.4097 -0.09 -0.08 -0.03 0.77
C 1.3027 -2.1666 4.1341 0.08 -0.01 0.03 -0.26
O -0.8871 -0.7905 3.6829 -0.20 -0.40 0.41 -0.75
H -1.0481 -2.7266 5.5926 -0.01 0.04 -0.03 0.06
H -0.5988 -4.1929 4.6235 -0.04 0.04 -0.02 0.01
H -2.1323 -3.3803 4.3026 -0.01 -0.02 0.03 0.03
H 1.7084 -3.1775 4.1001 -0.01 -0.01 -0.02 0.06
H 1.2476 -1.7889 5.1565 -0.03 -0.03 -0.02 0.06
H 1.9293 -1.4999 3.5405 0.01 0.00 0.01 0.03
N -1.2453 2.3806 -0.1971 -0.13 -0.10 -0.08 0.03
C -2.4500 2.1727 -0.8019 0.08 -0.10 0.06 -0.90
S -3.8626 2.8202 -0.1803 -0.06 0.07 0.01 0.57
N -2.3345 1.4025 -1.9044 0.22 -0.07 0.04 0.04
C -3.3276 0.9527 -2.7870 -0.05 -0.02 -0.05 -0.25
C -4.5550 0.4490 -2.3646 0.03 0.06 -0.02 -0.05
C -5.4535 -0.0352 -3.3029 0.02 0.00 0.01 -0.10
C -5.1387 -0.0404 -4.6553 0.00 0.00 0.00 -0.12
C -3.9066 0.4462 -5.0693 0.02 0.02 0.00 -0.10
C -3.0053 0.9469 -4.1435 -0.04 -0.05 0.01 -0.02
H -1.1952 3.1910 0.3996 -0.08 0.03 0.02 0.04
H -0.4188 2.1308 -0.7494 0.14 0.14 0.02 -0.03
H -1.3628 1.2803 -2.2416 -0.17 0.06 -0.01 0.02
H -4.7910 0.4419 -1.3117 -0.01 0.00 0.00 0.08
H -6.4045 -0.4310 -2.9680 0.00 0.00 0.00 0.10
H -5.8422 -0.4349 -5.3783 0.00 0.01 0.00 0.09
H -3.6419 0.4367 -6.1198 0.00 0.00 0.00 0.09
H -2.0367 1.3277 -4.4479 0.00 -0.01 -0.01 0.10

---

[2]
82
Properties=species:S:1:pos:R:3:forces:R:3:lowdin_spin:R:1 method="wB97M-V/def2-TZVPD" molar_mass_g_mol=790.19 largest_force_ev_per_a=3.49 homo_ev="-7.55 / -7.55" s2=0.75 total_energy_ev=-62547.6487 spin_multiplicity=2 gap_ev="7.85 / 5.32"
Hg -0.2363 0.1138 0.3155 0.24 0.50 -0.82 0.46
C 2.6392 -0.5066 -5.0570 1.82 0.56 -0.49 0.00
C 2.6307 -0.2787 -3.5705 -0.51 0.03 1.08 0.00
C 3.7052 -0.4659 -2.7101 -0.61 0.33 -0.55 0.00
C 3.3859 0.2235 -1.5249 -0.99 0.14 -1.43 0.00
N 2.1570 0.7510 -1.6310 -0.51 -1.40 0.89 0.03
N 1.6405 0.3332 -2.8254 0.59 0.00 -0.86 0.00
B 0.1279 0.1803 -3.2056 -0.53 2.34 -0.10 0.02
N -0.6161 -1.1310 -2.7505 -0.58 -0.05 0.72 0.00
N -1.4630 -1.1588 -1.6542 0.94 -1.04 0.65 0.12
C -1.8584 -2.4597 -1.5005 1.24 1.63 -2.83 0.01
C -1.3729 -3.2193 -2.5963 -0.01 1.42 1.18 0.01
C -0.6028 -2.3430 -3.3314 -0.09 0.18 -0.97 0.01
C -0.0230 -2.6472 -4.6864 0.42 0.27 0.10 0.00
C -2.5870 -3.0192 -0.4125 -0.44 -1.32 0.40 0.00
C -2.5050 -2.4822 0.8469 -0.05 -0.32 1.15 0.02
C -2.7577 -3.2801 1.9774 -0.10 0.38 -0.44 0.00
C -3.3080 -4.5524 1.8207 -0.12 -0.49 0.70 0.00
C -3.5139 -5.0446 0.5174 -0.47 -0.46 0.09 0.00
C -3.1080 -4.3207 -0.5863 0.25 1.01 1.50 0.00
N -0.7246 1.4458 -2.6671 0.33 -0.64 -0.89 0.00
N -0.3463 2.3001 -1.6849 -1.35 -0.48 1.05 0.05
C -1.4242 3.0972 -1.4373 0.79 -0.51 -2.17 0.01
C -2.4107 2.8302 -2.4196 -0.07 0.11 0.69 0.00
C -1.9485 1.7709 -3.1722 0.18 -0.19 0.27 0.01
C -2.7282 1.0140 -4.2320 0.34 -0.39 -0.09 0.00
C -1.4773 4.0377 -0.3204 1.00 -0.76 -0.13 0.00
C -2.6117 4.7601 -0.0822 -0.78 1.03 0.67 0.00
C -2.8908 5.2703 1.1734 0.03 0.46 1.32 0.00
C -1.9453 5.1276 2.2075 0.27 -0.30 0.14 0.00
C -0.7033 4.5280 1.9100 -0.17 0.14 -0.32 0.00
C -0.4618 4.0320 0.6276 -0.34 -0.12 0.67 0.00
C 4.2718 0.3502 -0.3794 -0.32 -0.22 0.14 0.00
C 3.8549 0.9000 0.8273 -0.05 -0.23 -0.34 0.00
C 4.6257 0.7731 1.9593 0.03 0.92 0.78 0.00
C 5.8705 0.1508 1.8912 0.24 -0.16 -1.05 0.00
C 6.3562 -0.3168 0.6411 -0.08 -0.02 0.87 0.00
C 5.5200 -0.2352 -0.4837 1.28 -0.27 0.95 0.00
H 3.6065 0.0188 -5.4064 -1.46 -0.85 0.30 0.00
H 2.7692 -1.5635 -5.2923 -0.05 0.00 -0.07 0.00
H 1.8357 -0.0996 -5.6758 -0.07 -0.03 0.61 0.00
H 4.5725 -1.0520 -2.9176 0.42 0.09 -0.28 0.00
H 0.0057 0.3051 -4.4088 0.31 -0.54 0.21 0.00
H -1.5157 -4.2560 -2.7387 -0.02 -0.68 -0.39 0.00
H -0.5980 -3.4806 -5.0788 -0.01 0.03 -0.29 0.00
H -0.0154 -1.7990 -5.3977 -0.30 -0.39 0.55 0.00
H 1.0123 -2.9808 -4.6141 0.07 -0.02 0.09 0.00
H -2.1555 -1.4602 0.9525 0.11 -0.18 0.17 0.04
H -2.4420 -2.8747 2.9416 -0.51 -0.26 -0.09 0.00
H -3.5608 -5.1758 2.7312 0.36 0.78 -1.30 0.00
H -3.9950 -6.0171 0.3154 0.40 0.47 0.49 0.00
H -3.1119 -4.7460 -1.5532 -0.30 -0.38 -0.77 0.00
H -3.3875 3.2731 -2.5033 -0.05 0.10 -0.05 0.00
H -3.6552 1.5766 -4.4159 0.34 -0.17 -0.07 0.00
H -2.1891 0.8587 -5.2170 -0.49 0.21 1.25 0.00
H -3.0365 0.0212 -3.8195 0.34 0.61 -0.43 0.00
H -3.2520 5.0415 -0.8824 -0.78 -0.43 -0.58 0.00
H -3.8666 5.7548 1.4046 0.92 -0.28 -0.41 0.00
H -2.1469 5.4649 3.2447 0.04 -0.20 -0.88 0.00
H 0.0821 4.3735 2.6540 -0.37 0.33 -0.06 0.00
H 0.4667 3.5571 0.3505 0.13 -0.19 0.23 0.00
H 2.9020 1.3896 0.8588 -0.38 0.18 0.07 0.00
H 4.2562 1.3010 2.8739 0.51 -0.85 -0.65 0.00
H 6.4671 0.0492 2.7814 0.21 0.02 0.11 0.00
H 7.3833 -0.7647 0.5998 -1.19 0.42 -0.11 0.00
H 5.8559 -0.6662 -1.4198 -0.01 0.17 0.13 0.00
C -2.7914 0.5504 5.3484 -0.47 -0.53 0.90 0.00
C -1.6201 -0.1239 4.6417 -0.12 0.03 -0.44 0.00
S -0.1548 0.9620 4.4639 0.99 -0.74 -1.15 0.02
O 0.1696 0.9569 2.9628 -0.25 0.01 1.22 0.12
C 1.2407 -0.0282 5.2786 0.29 2.11 -0.28 0.00
C 1.7318 -1.2893 4.6379 -0.57 -0.53 0.01 0.00
H -3.6996 -0.0786 5.1908 0.62 0.42 0.22 0.00
H -3.0158 1.5272 4.9387 0.05 0.25 -0.05 0.00
H -2.6326 0.6434 6.4660 -0.09 -0.05 -1.30 0.00
H -1.8736 -0.4164 3.6002 0.22 0.30 0.57 0.00
H -1.3466 -1.0128 5.1810 0.28 -0.50 0.18 0.00
H 0.9569 -0.2144 6.2917 -0.57 0.03 0.79 0.00
H 2.0422 0.7830 5.3480 -0.89 -1.10 -0.27 0.00
H 0.9087 -2.0191 4.5086 0.41 0.27 0.08 0.00
H 2.4827 -1.7332 5.3100 -0.16 0.07 -0.39 0.00
H 2.1544 -1.0841 3.6706 0.29 -0.05 -0.40 0.00

---

[3]
34
Properties=species:S:1:pos:R:3:forces:R:3:nbo_charge:R:1 method="wB97M-V/def2-TZVPD" molar_mass_g_mol=361.06 largest_force_ev_per_a=1.94 homo_ev="-12.85 / -12.14" s2=0.76 total_energy_ev=-31769.2444 total_charge=+1 spin_multiplicity=2 gap_ev="10.21 / 6.46"
Ag -14.1024 -0.3682 -4.6059 1.21 -0.17 0.53 1.22
O -10.0330 -1.3471 -4.1009 -0.81 0.38 0.63 -0.64
C -11.3618 -1.3089 -4.2435 -0.90 -1.52 -0.79 0.93
O -12.0283 -0.4513 -3.5638 -0.53 0.94 0.30 -0.55
O -11.9983 -2.0878 -4.9463 0.69 0.21 -0.22 -0.56
H -9.9193 -0.8396 -3.2767 0.74 0.04 -0.24 0.50
O -15.2317 1.0023 -2.7016 -0.12 0.11 0.06 -0.95
H -15.1676 1.9545 -2.5784 0.09 0.01 -0.02 0.48
H -16.0438 0.7497 -2.2500 0.09 -0.11 0.13 0.48
O -16.1549 0.3941 -5.3848 -0.57 0.05 -0.24 -0.96
H -16.4882 0.5387 -6.2768 0.18 0.00 -0.07 0.50
H -16.9351 0.3740 -4.8215 0.05 0.01 0.08 0.49
O -15.1032 -2.4950 -5.4787 -0.36 -0.22 -0.09 -0.96
H -15.8948 -2.4776 -6.0245 -0.03 -0.02 0.03 0.47
H -14.6601 -3.3212 -5.7002 0.22 0.08 0.09 0.50
O -14.3391 -1.8596 -2.6732 0.10 -0.09 0.40 -0.97
H -13.5136 -1.6582 -2.2174 0.01 0.05 -0.02 0.49
H -14.8020 -2.4750 -2.0963 -0.12 -0.06 -0.14 0.49
C -12.7272 2.8872 -4.8176 -0.03 -0.28 -0.13 0.79
O -13.2181 1.8121 -5.1386 0.14 0.35 -0.07 -0.71
N -13.5097 3.9607 -4.5030 0.22 0.06 0.33 -0.83
N -11.3600 3.0960 -4.7940 -1.01 0.21 0.12 -0.82
H -14.4885 3.7811 -4.3693 -0.02 -0.03 -0.05 0.40
H -13.1181 4.7478 -4.0140 -0.07 0.06 -0.06 0.40
H -11.1095 4.0664 -4.6891 0.46 -0.10 -0.27 0.39
H -10.8932 2.5664 -5.5116 0.32 0.02 0.18 0.41
C -13.4465 -0.2006 -8.0710 0.22 -0.08 -1.00 0.80
O -13.4457 -0.4106 -6.8710 -0.16 0.12 -0.30 -0.70
N -14.3352 -0.7777 -8.9457 0.32 0.24 0.50 -0.84
N -12.5266 0.6071 -8.6825 -0.02 0.10 0.54 -0.84
H -14.3406 -0.4939 -9.9078 -0.27 -0.10 0.00 0.40
H -15.1148 -1.2613 -8.5452 -0.04 -0.14 -0.16 0.40
H -11.8646 1.0537 -8.0766 0.10 -0.06 -0.02 0.41
H -12.3819 0.6685 -9.6728 -0.11 -0.09 -0.01 0.40

---

[4]
52
Properties=species:S:1:pos:R:3:forces:R:3:nbo_charge:R:1 method="wB97M-V/def2-TZVPD" molar_mass_g_mol=716.70 largest_force_ev_per_a=1.77 homo_ev=-3.28 total_energy_ev=-207166.7758 total_charge=-1 gap_ev=5.07
Pd -0.2671 -1.3310 -0.8314 0.15 -0.22 1.75 0.51
S 0.7314 -2.6854 1.0831 0.12 1.05 -1.21 -0.47
S -0.8873 -3.8796 1.2040 -1.05 -0.79 -0.21 -0.13
S -1.4689 -4.4066 -0.7539 0.62 -1.09 0.82 -0.08
S -2.2874 -2.8203 -1.6368 -0.58 0.42 -0.44 -0.67
S -0.7787 0.7433 -2.0826 -0.08 -0.64 -0.25 -0.33
C 0.4542 1.7348 -1.3407 -0.07 0.28 -0.20 -0.16
C 0.0969 2.6772 -0.3736 0.00 -0.03 -0.07 -0.25
C 1.0468 3.5139 0.1782 0.14 0.14 0.05 -0.21
C 2.3654 3.4485 -0.2471 0.08 0.15 0.14 -0.27
C 2.7268 2.5275 -1.2193 0.10 -0.04 0.01 -0.15
C 1.7844 1.6728 -1.7592 0.01 0.06 0.15 -0.26
H -0.9417 2.7420 -0.0788 0.02 0.04 0.03 0.22
H 0.7572 4.2309 0.9354 -0.02 0.06 0.04 0.20
H 3.1058 4.1188 0.1712 0.02 -0.01 0.02 0.20
H 3.7537 2.4783 -1.5560 0.08 -0.01 -0.03 0.19
H 2.0612 0.9482 -2.5124 0.01 -0.05 -0.08 0.21
C -3.1086 0.3103 5.5381 0.38 0.00 -0.58 -1.06
Ge -2.0617 0.7015 3.8728 -0.07 0.17 0.15 1.58
C -0.2003 1.2268 4.3163 -0.47 -0.15 -0.12 -1.08
C -3.0019 2.2072 2.9806 0.24 -0.41 0.17 -1.08
C -1.8535 -0.8336 2.6131 0.00 0.17 0.04 -1.05
Se -1.4806 -0.0571 0.8392 -0.02 -0.20 -0.32 0.59
C -3.2872 -0.2843 0.1565 -0.19 0.05 0.06 -0.80
H -3.0839 1.1819 6.1877 0.05 0.13 0.03 0.22
H -2.7149 -0.5366 6.0897 0.13 -0.14 0.05 0.23
H -4.1463 0.1007 5.2971 -0.14 -0.02 -0.11 0.22
H -0.1430 2.1747 4.8425 -0.09 0.15 0.07 0.22
H 0.3647 1.3134 3.3914 0.07 0.02 -0.13 0.24
H 0.2749 0.4663 4.9308 0.01 -0.13 0.05 0.23
H -2.8951 3.1217 3.5562 0.05 0.11 0.13 0.22
H -4.0619 1.9930 2.8767 -0.15 -0.07 0.01 0.22
H -2.5872 2.3687 1.9902 0.06 0.07 -0.10 0.24
H -2.7034 -1.5108 2.5285 0.07 0.08 0.00 0.25
H -0.9774 -1.4123 2.9108 -0.03 0.00 -0.10 0.27
H -3.9826 0.3315 0.7276 0.12 0.13 0.04 0.20
H -3.5613 -1.3374 0.2276 0.17 0.12 -0.06 0.26
H -3.2559 0.0240 -0.8906 0.00 -0.05 0.24 0.26
F 4.1046 -2.6727 -6.0483 -0.28 0.05 0.41 -0.33
C 3.9828 -1.6137 -5.2014 0.87 0.09 -1.01 0.97
F 3.7536 -0.5551 -6.0045 -0.34 0.04 0.24 -0.32
F 5.2114 -1.4227 -4.6871 -0.14 -0.06 0.31 -0.32
C 2.9291 -1.8220 -4.1704 -0.87 -0.30 0.74 -0.10
C 1.5746 -1.7895 -4.5344 1.18 -0.14 -0.15 -0.23
C 0.6266 -2.0660 -3.5795 -0.36 -0.20 0.60 0.09
N 0.9319 -2.3557 -2.2987 0.93 1.13 -0.49 -0.43
C 2.2357 -2.3834 -1.9572 -0.64 -0.37 0.23 0.06
C 3.2564 -2.1334 -2.8468 0.19 0.16 -1.06 -0.24
H 1.2953 -1.5504 -5.5485 -0.13 0.00 -0.05 0.23
H -0.4291 -2.0601 -3.8259 0.00 0.07 0.23 0.25
H 2.4544 -2.6654 -0.9295 -0.19 0.18 -0.09 0.24
H 4.2874 -2.1727 -2.5307 0.02 -0.02 0.06 0.23